1.
Computed, not measured: 2 unconnected molecules or ions with the total composition C3H3O3P in a non-equilibrium geometry, with ωB97M-V/def2-TZVPD.

Cartesian coordinates (Å):
C -1.279 0.116 0.173
C 1.315 0.852 0.303
C -2.469 -0.108 -0.388
O 1.332 2.002 -0.008
O 2.139 -1.846 0.262
O 3.825 -0.027 0.029
P 2.422 -0.489 -0.309
H -1.251 -0.065 1.266
H -3.397 -0.451 0.135
H -2.636 0.018 -1.463

Forces on the atoms, in the same order (eV/Å):
C 0.8 0.1 0.3
C -1.3 3.7 0.2
C -0.7 -0.1 -0.1
O -0.2 -1.7 0.6
O -0.7 -0.6 0.0
O 0.3 0.8 -0.1
P 1.7 -2.2 -0.7
H -0.3 -0.1 -0.1
H 0.2 0.1 0.0
H 0.0 0.0 0.0

Output
Spin multiplicity: 1
HOMO (alpha / beta), Ha: 0.047 / 0.047
Total charge: -2
LUMO energy (alpha / beta), eV: 7.07 / 7.07

Now the Löwdin charges, all in e: -0.215 -0.350 -0.347 -0.111 -0.559 -0.562 0.282 -0.060 -0.035 -0.041

***

2.
Computed, not measured: 2 unconnected molecules or ions with the total composition C3H3O3P in a non-equilibrium geometry, with ωB97M-V/def2-TZVPD.

Cartesian coordinates (Å):
C -0.829 -0.402 0.602
C 2.023 1.142 0.149
C -1.686 -0.032 -0.287
O 2.062 2.150 -0.388
O 2.017 0.174 0.719
O 0.823 -1.630 -1.146
P 0.510 -1.637 0.250
H -0.784 0.019 1.532
H -1.532 -0.485 -1.371
H -2.604 0.700 -0.059

Forces on the atoms, in the same order (eV/Å):
C 1.7 -1.7 0.0
C 0.4 2.8 -1.3
C -2.9 0.9 -4.0
O -0.1 1.5 -1.0
O 0.8 -3.0 2.5
O 1.4 -0.2 -5.0
P -2.8 -0.4 4.5
H 0.0 0.6 2.6
H -0.9 1.2 2.3
H 2.4 -1.6 -0.6

Output
Spin multiplicity: 3
HOMO (alpha / beta), Ha: -0.241 / -0.401
LUMO energy (alpha / beta), eV: 0.58 / -2.50

Now the Löwdin charges, all in e: -0.405 -0.454 -0.097 0.238 0.100 -0.424 0.807 0.022 0.100 0.113

***

3.
Computed, not measured: a gas-phase ion, C3H3O3S (charge -1) in a non-equilibrium geometry, with ωB97M-V/def2-TZVPD.

Cartesian coordinates (Å):
C 1.000 0.227 0.293
C -0.338 0.056 0.004
O -1.250 0.289 0.943
S -2.923 0.077 0.791
C -0.747 -0.519 -1.326
O 0.140 -0.996 -2.041
O -1.972 -0.366 -1.743
H 1.355 0.793 1.218
H 1.753 0.157 -0.489
H -2.704 -0.296 -0.643

Forces on the atoms, in the same order (eV/Å):
C -0.9 1.5 0.5
C 2.0 -0.5 0.5
O 0.2 0.6 1.0
S -0.5 -0.2 0.4
C 0.3 0.0 -2.3
O -0.3 0.1 0.5
O 0.3 -0.3 1.2
H -0.9 -1.0 -1.1
H -0.5 -0.4 0.1
H 0.2 0.3 -0.8

Output
Spin multiplicity: 1
SMILES string: C=C(OS)C(=O)[O-]
HOMO, Ha: -0.142
Total charge: -1
LUMO energy, eV: 3.61

Now the Löwdin charges, all in e: 0.040 -0.385 -0.542 0.615 -0.610 -0.003 -0.101 0.064 0.040 -0.118

***

4.
Computed, not measured: a molecular structure, C3H3O3S in a non-equilibrium geometry, with ωB97M-V/def2-TZVPD.

Cartesian coordinates (Å):
C -0.418 0.129 0.326
C -1.626 1.095 1.497
C 1.429 -0.680 -1.035
O -1.592 0.654 2.605
O -0.973 -0.886 -0.038
O 0.928 0.338 -0.221
S -2.460 2.170 0.614
H 2.239 -0.240 -1.621
H 0.652 -1.073 -1.699
H 1.820 -1.508 -0.428

Forces on the atoms, in the same order (eV/Å):
C 3.2 -3.5 0.8
C -1.8 -0.4 0.4
C -0.1 -0.4 -0.5
O 1.0 -0.1 0.1
O -0.9 1.0 -0.1
O -1.1 2.2 0.3
S -0.3 1.5 -1.0
H 0.0 -0.1 0.0
H 0.2 0.0 0.0
H 0.0 0.0 0.0

Output
Spin multiplicity: 3
HOMO (alpha / beta), Ha: 0.006 / -0.166
Total charge: -1
LUMO energy (alpha / beta), eV: 3.71 / 2.07

Now the Löwdin charges, all in e: -0.362 -0.998 -0.166 -0.058 0.007 -0.158 0.510 0.072 0.074 0.077

***

5.
Computed, not measured: a molecular structure, C3H3O3Sc in a non-equilibrium geometry, with ωB97M-V/def2-TZVPD.

Cartesian coordinates (Å):
C 1.031 1.154 -1.561
C 0.781 2.184 -2.451
O 2.068 0.397 -1.679
H -0.106 2.800 -2.315
H 1.500 2.409 -3.241
H 2.455 0.207 -0.799
O 0.448 -0.186 0.473
C -0.011 0.800 -0.151
O -1.017 1.434 -0.049
Sc 2.150 -0.996 1.109

Forces on the atoms, in the same order (eV/Å):
C -1.5 -0.6 2.3
C -0.5 0.6 -0.6
O 0.6 0.1 -0.2
H -0.1 0.0 -0.1
H -0.1 0.0 -0.1
H 0.2 0.2 -0.6
O 5.7 -4.4 3.3
C -3.4 5.4 -4.3
O 2.3 -1.3 0.0
Sc -3.3 0.1 0.3

Output
Spin multiplicity: 2
HOMO (alpha / beta), Ha: -0.898 / -0.884
Total charge: +3
LUMO energy (alpha / beta), eV: -18.52 / -18.91

Now the Löwdin charges, all in e: -0.066 0.416 0.216 0.155 0.163 0.093 -0.014 -0.406 0.334 2.110

***

6.
Computed, not measured: a molecular structure, C3H3O3V in a non-equilibrium geometry, with ωB97M-V/def2-TZVPD.

Cartesian coordinates (Å):
C 0.030 0.876 0.906
C 0.761 -0.462 -0.889
O 0.687 0.770 -0.255
O -1.149 0.445 0.958
C -0.222 -0.844 -1.734
H 1.782 -0.839 -0.999
H -0.056 -1.905 -1.139
H -1.248 -0.492 -1.601
O 0.599 1.371 1.912
V -1.184 1.082 2.841

Forces on the atoms, in the same order (eV/Å):
C 0.2 -0.7 -0.5
C -1.0 2.4 -1.9
O 1.8 0.8 0.3
O -0.4 -0.2 -0.3
C 0.3 -3.6 3.7
H -0.3 -0.3 0.8
H -0.6 0.6 -2.9
H 0.5 0.4 -0.3
O 0.2 0.3 -0.5
V -0.7 0.2 1.5

Output
Spin multiplicity: 5
HOMO (alpha / beta), Ha: -0.251 / -0.355
LUMO energy (alpha / beta), eV: 0.02 / 0.21

Now the Löwdin charges, all in e: -0.760 -0.211 0.044 -0.119 0.028 0.125 0.134 0.055 -0.083 0.787

***

7.
Computed, not measured: a single C3H3OPS molecule in a non-equilibrium geometry, with ωB97M-V/def2-TZVPD.

Cartesian coordinates (Å):
C -0.821 0.084 -0.193
C -0.361 -1.176 -0.006
O 0.836 -1.586 0.349
S 2.144 -0.585 -0.322
P 1.630 1.476 0.056
C -0.054 1.293 0.062
H -1.809 0.340 -0.331
H -1.015 -1.934 0.014
H -0.549 2.087 0.370

Forces on the atoms, in the same order (eV/Å):
C 2.6 0.3 0.8
C 0.0 3.4 -0.3
O 2.4 1.1 -0.2
S -0.8 -0.3 0.2
P -0.8 -0.8 0.3
C 3.7 -4.1 -1.4
H -2.2 -0.5 -0.5
H -2.5 -2.9 -0.1
H -2.5 3.8 1.2

Output
Spin multiplicity: 1
SMILES string: C1=COSP=C1
HOMO, Ha: -0.295
LUMO energy, eV: -0.63

Now the Löwdin charges, all in e: -0.162 -0.275 -0.427 0.571 0.649 -0.491 0.073 0.085 -0.023

***

8.
Computed, not measured: a molecular structure, C3H3OPt in a non-equilibrium geometry, with ωB97M-V/def2-TZVPD.

Cartesian coordinates (Å):
C 2.641 1.319 3.000
C 3.151 0.248 3.725
H 2.408 -0.484 4.100
H 4.036 0.316 4.371
Pt 2.845 3.158 2.987
C 3.724 -0.928 2.221
O 3.375 -0.474 1.170
H 2.800 0.675 1.501

Forces on the atoms, in the same order (eV/Å):
C 1.7 1.6 -0.7
C -0.2 -1.9 0.1
H 0.1 0.0 -0.1
H -0.3 0.4 0.1
Pt -0.5 -0.7 -0.1
C -1.0 1.7 -1.9
O 0.2 0.1 2.6
H 0.0 -1.1 0.0

Output
Spin multiplicity: 4
HOMO (alpha / beta), Ha: -0.735 / -0.811
Total charge: +2
LUMO energy (alpha / beta), eV: -12.91 / -14.13

Now the Löwdin charges, all in e: -0.173 -0.058 0.164 0.146 1.252 0.267 0.146 0.256